Record 1
C7H12Cl3NO3S in the gas phase at a distorted geometry. Source: the OMol25 dataset; level of theory: ωB97M-V/def2-TZVPD.

```
! RIJCOSX wB97M-V def2-TZVPD def2/J DEFGRID3
* xyz 0 1
O 1.06352 -2.77520 -0.11183
S 0.23537 -1.66997 0.23973
O -0.82896 -1.86096 1.15485
N -0.29164 -1.01409 -1.15399
C -1.16999 0.14704 -1.24995
C -2.53617 -0.14804 -0.60087
C -2.76005 0.95595 0.43816
C -1.34721 1.39078 0.81483
C -0.63099 1.39502 -0.53169
O 1.23265 -0.54131 0.92209
C 2.58069 -0.85792 1.08392
C 3.43697 -0.11545 0.05908
Cl 3.22959 1.63409 0.23413
Cl 5.13980 -0.52794 0.30781
Cl 2.95821 -0.58828 -1.57891
H 0.46686 -1.01831 -1.81596
H -1.27480 0.32888 -2.32357
H -2.48303 -1.11703 -0.11188
H -3.33155 -0.17685 -1.34390
H -3.29856 1.79419 -0.00871
H -3.32617 0.59662 1.29415
H -0.89351 0.64574 1.46746
H -1.31954 2.36252 1.30566
H -0.90983 2.28579 -1.09777
H 0.45168 1.37189 -0.43488
H 2.71819 -1.93814 0.95009
H 2.88848 -0.55900 2.09195
*
```

Calculated values
SMILES: O=S(=O)(NC1CCCC1)OCC(Cl)(Cl)Cl
Orbital gap in eV: 10.73
E in eV: -63488.494
Maximum force in eV/A: 1.30
Energy relative to the best compared isomer or geometry (same formula, charge and spin) in kcal/mol: 0.00

Charges per atom according to natural (NBO) partitioning, unit e: atom 1 (O): -0.94, atom 2 (S): 2.51, atom 3 (O): -0.91, atom 4 (N): -0.86, atom 5 (C): -0.05, atom 6 (C): -0.43, atom 7 (C): -0.40, atom 8 (C): -0.41, atom 9 (C): -0.43, atom 10 (O): -0.72, atom 11 (C): -0.14, atom 12 (C): -0.11, atom 13 (Cl): 0.03, atom 14 (Cl): 0.04, atom 15 (Cl): 0.01, atom 16 (H): 0.42, atom 17 (H): 0.21, atom 18 (H): 0.24, atom 19 (H): 0.21, atom 20 (H): 0.19, atom 21 (H): 0.22, atom 22 (H): 0.22, atom 23 (H): 0.21, atom 24 (H): 0.21, atom 25 (H): 0.23, atom 26 (H): 0.25, atom 27 (H): 0.22

Record 2
A molecular structure, C17H30F6N4O6PRuS5Sb. Source: the OMol25 dataset; level of theory: ωB97M-V/def2-TZVPD.

```
! RIJCOSX wB97M-V def2-TZVPD def2/J DEFGRID3
* xyz -2 5
Ru 0.29584 0.69966 -0.66825
S -3.91334 1.46766 -0.81604
Sb -2.13889 0.74387 -2.05210
S 0.03270 2.79580 -1.65142
S -2.33742 1.07223 -4.27622
F 1.76688 -0.62736 -3.08982
C 1.85358 -1.96652 -3.08901
F 1.27967 -2.41684 -4.20820
F 3.15576 -2.28242 -3.14634
S 1.03713 -2.68971 -1.57182
O -0.05932 -1.74460 -1.37343
O 0.66119 -4.01488 -1.98363
N 2.10052 -2.71338 -0.45190
S 2.75244 -1.25084 0.10278
O 3.53297 -1.67728 1.26141
O 1.52786 -0.44876 0.57259
C 4.10838 0.54578 -0.32173
F 5.28173 0.04198 -0.75662
F 3.61745 1.31873 -1.30265
F 4.39382 1.34963 0.72709
O -0.33112 0.68258 3.34006
P -0.90646 -0.61400 3.77266
N -1.98378 -1.25738 2.71445
C -1.65191 -1.33550 1.28501
C -2.83659 -2.07798 0.67783
C -3.24883 -3.02971 1.79833
C -3.06891 -2.18390 3.06056
N -1.83397 -0.50998 5.16609
C -1.21411 -0.60208 6.48334
C -1.11545 0.85356 6.93593
C -2.45171 1.42825 6.45863
C -2.80402 0.59738 5.20177
N 0.28255 -1.71382 4.10578
C 1.70259 -1.28798 4.12088
C 2.48205 -2.59817 4.02895
C 1.54140 -3.50698 3.24596
C 0.18171 -3.15082 3.83247
H -0.71147 -1.86654 1.11245
H -1.55732 -0.34325 0.83797
H -2.55845 -2.57878 -0.24860
H -3.63224 -1.36416 0.45358
H -2.57559 -3.89149 1.82590
H -4.26863 -3.40472 1.69841
H -2.81790 -2.78690 3.93581
H -3.98570 -1.63095 3.29365
H -0.26068 -1.12167 6.41948
H -1.86578 -1.16748 7.16406
H -0.28717 1.32969 6.40722
H -0.95806 0.97038 8.01021
H -2.39967 2.49434 6.23909
H -3.21454 1.28789 7.22892
H -2.71818 1.18673 4.28906
H -3.82595 0.21174 5.26017
H 1.93359 -0.73538 5.03766
H 1.90835 -0.64675 3.26459
H 2.65856 -3.00838 5.03047
H 3.43395 -2.45693 3.52292
H 1.77523 -4.56832 3.34662
H 1.58212 -3.24725 2.18698
H 0.00201 -3.71042 4.76286
H -0.64518 -3.36062 3.15366
C 1.83002 2.64517 1.84157
O 1.51323 3.04297 0.50396
C 0.25913 2.65760 0.05529
C -0.88922 2.88768 1.01167
H 2.87644 2.90096 1.98368
H 1.68948 1.57094 1.97662
H 1.21384 3.17055 2.57379
H -0.86684 3.93327 1.34021
H -0.79948 2.24177 1.88908
H -1.83951 2.68838 0.51927
*
```

Calculated values
Orbital gap (alpha / beta) in eV: 5.78 / 6.50
E in eV: -125253.021
Maximum force in eV/A: 0.61
Energy relative to the best compared isomer or geometry (same formula, charge and spin) in kcal/mol: 35.29

Charges per atom according to Mulliken partitioning, unit e: atom 1 (Ru): 1.00, atom 2 (S): -0.71, atom 3 (Sb): 0.36, atom 4 (S): -0.33, atom 5 (S): -0.70, atom 6 (F): -0.24, atom 7 (C): 0.51, atom 8 (F): -0.26, atom 9 (F): -0.25, atom 10 (S): 1.04, atom 11 (O): -0.58, atom 12 (O): -0.78, atom 13 (N): -0.53, atom 14 (S): 0.70, atom 15 (O): -0.65, atom 16 (O): -0.16, atom 17 (C): 0.32, atom 18 (F): -0.27, atom 19 (F): -0.27, atom 20 (F): -0.25, atom 21 (O): -0.86, atom 22 (P): -0.84, atom 23 (N): 0.63, atom 24 (C): 1.55, atom 25 (C): -0.74, atom 26 (C): -0.81, atom 27 (C): -0.46, atom 28 (N): 0.15, atom 29 (C): -0.76, atom 30 (C): -0.55, atom 31 (C): -0.61, atom 32 (C): -0.68, atom 33 (N): 0.53, atom 34 (C): 0.18, atom 35 (C): -1.03, atom 36 (C): -0.18, atom 37 (C): 0.01, atom 38 (H): -0.21, atom 39 (H): -1.23, atom 40 (H): 0.37, atom 41 (H): 0.35, atom 42 (H): 0.24, atom 43 (H): 0.45, atom 44 (H): 0.30, atom 45 (H): 0.46, atom 46 (H): 0.32, atom 47 (H): 0.38, atom 48 (H): 0.19, atom 49 (H): 0.45, atom 50 (H): 0.32, atom 51 (H): 0.31, atom 52 (H): 0.30, atom 53 (H): 0.36, atom 54 (H): 0.24, atom 55 (H): -0.54, atom 56 (H): 0.36, atom 57 (H): 0.48, atom 58 (H): 0.47, atom 59 (H): -0.16, atom 60 (H): 0.21, atom 61 (H): -0.14, atom 62 (C): -0.61, atom 63 (O): -0.43, atom 64 (C): 0.68, atom 65 (C): -0.47, atom 66 (H): 0.31, atom 67 (H): 0.06, atom 68 (H): 0.32, atom 69 (H): 0.41, atom 70 (H): -0.11, atom 71 (H): 0.09

Record 3
2 unconnected molecules or ions with the total composition C14H16O at a distorted geometry. Source: the OMol25 dataset; level of theory: ωB97M-V/def2-TZVPD.

```
! RIJCOSX wB97M-V def2-TZVPD def2/J DEFGRID3
* xyz 0 1
C -3.12718 2.42244 0.01456
C -2.90570 1.00404 0.47814
C -3.71091 0.29471 1.36018
C -3.48982 -1.02447 1.70090
C -2.58492 -1.75539 0.94396
O -2.45243 -3.07054 1.26668
C -1.79293 -1.11212 0.01213
C -1.95799 0.23629 -0.21019
H -3.91420 2.87046 0.62893
H -3.53711 2.37815 -0.99547
H -2.18666 2.95984 -0.04281
H -4.44251 0.88823 1.91361
H -4.06826 -1.56340 2.42900
H -1.76080 -3.49775 0.75391
H -1.11317 -1.67815 -0.59828
H -1.37306 0.75699 -0.95211
C 4.05842 0.75033 -2.32415
C 3.36351 0.20562 -1.12139
C 3.62524 0.67412 0.17412
C 2.91119 0.21718 1.25577
C 1.85219 -0.65702 1.07457
C 1.60205 -1.16184 -0.17812
C 2.39554 -0.76461 -1.26453
H 3.67130 0.30769 -3.23114
H 5.14029 0.59113 -2.42247
H 4.03369 1.84200 -2.43511
H 4.42220 1.39566 0.29217
H 3.16845 0.52983 2.25125
H 1.23904 -0.97703 1.90439
H 0.82513 -1.83680 -0.47135
H 2.10942 -1.22556 -2.20714
*
```

Calculated values
SMILES: Cc1ccc(O)cc1.Cc1ccccc1
Orbital gap in eV: 9.06
E in eV: -16824.674
Maximum force in eV/A: 1.86
Energy relative to the best compared isomer or geometry (same formula, charge and spin) in kcal/mol: 12.93

Charges per atom according to natural (NBO) partitioning, unit e: atom 1 (C): -0.63, atom 2 (C): -0.05, atom 3 (C): -0.19, atom 4 (C): -0.27, atom 5 (C): 0.31, atom 6 (O): -0.67, atom 7 (C): -0.30, atom 8 (C): -0.17, atom 9 (H): 0.22, atom 10 (H): 0.22, atom 11 (H): 0.22, atom 12 (H): 0.20, atom 13 (H): 0.22, atom 14 (H): 0.48, atom 15 (H): 0.20, atom 16 (H): 0.21, atom 17 (C): -0.64, atom 18 (C): -0.03, atom 19 (C): -0.21, atom 20 (C): -0.21, atom 21 (C): -0.21, atom 22 (C): -0.21, atom 23 (C): -0.20, atom 24 (H): 0.22, atom 25 (H): 0.22, atom 26 (H): 0.22, atom 27 (H): 0.21, atom 28 (H): 0.21, atom 29 (H): 0.22, atom 30 (H): 0.20, atom 31 (H): 0.20

Record 4
A molecular structure, C28H42BBiN7O4 at a distorted geometry. Source: the OMol25 dataset; level of theory: ωB97M-V/def2-TZVPD.

```
! RIJCOSX wB97M-V def2-TZVPD def2/J DEFGRID3
* xyz 1 1
Bi 0.31240 -0.48736 -1.84671
N 0.76633 -4.13066 -2.76503
C -0.19313 -4.30935 -3.84866
C -1.37942 -3.33743 -3.82802
N -1.16422 -1.89163 -4.07015
C -2.46097 -1.20396 -3.99145
C -2.39210 0.28421 -3.62827
N -2.00244 0.51024 -2.22835
C -0.43600 -1.62830 -5.31298
C 0.72714 -0.63199 -5.20300
N 1.66463 -0.90788 -4.10589
H 0.34990 -4.38344 -1.87507
H 1.56810 -4.73671 -2.89589
H 0.34994 -4.23494 -4.79210
H -0.64974 -5.30602 -3.83634
H -2.07901 -3.71995 -4.58545
H -1.86919 -3.43340 -2.85471
H -3.00494 -1.29353 -4.94083
H -3.06875 -1.70606 -3.23421
H -1.65101 0.78390 -4.25417
H -3.36314 0.73381 -3.85045
H -1.77887 1.49238 -2.08049
H -2.72368 0.23661 -1.57108
H -0.04340 -2.57232 -5.69280
H -1.10934 -1.23617 -6.08288
H 1.22278 -0.62429 -6.17982
H 0.34672 0.37586 -5.02293
H 2.10038 -1.81933 -4.17380
H 2.37398 -0.18237 -4.06089
C -1.85039 -1.98907 11.60132
O -0.69290 -1.25447 11.24716
C -0.44425 -1.05672 9.93715
C -1.28183 -1.47412 8.90214
C -0.92031 -1.23509 7.59109
C 0.26584 -0.56430 7.27966
C 1.07970 -0.11911 8.32691
C 0.73609 -0.37482 9.63328
N 0.66919 -0.24694 5.98104
N 0.08148 -0.85049 5.06520
C 0.50341 -0.52652 3.78155
C 1.67052 0.15245 3.46632
C 2.03867 0.40157 2.14972
C 1.22439 0.04962 1.07780
O 1.59968 0.27019 -0.16418
C -0.02622 -0.57547 1.38573
N -0.88859 -0.82592 0.36744
C -1.93648 -1.59153 0.57916
C -2.21282 -2.16996 1.82486
C -1.42819 -1.83136 2.89697
C -0.32850 -0.96640 2.71680
H -1.83391 -2.06871 12.68412
H -1.83365 -2.98969 11.16253
H -2.76355 -1.47238 11.29544
H -2.21762 -1.97405 9.10960
H -1.56691 -1.53961 6.78085
H 1.99075 0.41581 8.09270
H 1.36077 -0.05393 10.45654
H 2.30972 0.46209 4.28221
H 2.98429 0.87712 1.92429
H -2.59818 -1.76499 -0.26634
H -3.03567 -2.86430 1.92361
H -1.60606 -2.22721 3.88671
C 3.03521 3.86194 -2.40548
C 2.10441 3.34489 -3.49833
C 2.73238 3.56443 -4.86340
O 1.97024 1.91136 -3.27496
B 0.77491 1.67452 -2.66316
O -0.02798 2.77668 -2.63047
C 0.62609 3.85702 -3.35803
C 0.47659 5.14650 -2.57008
C -0.09983 3.98065 -4.69516
H 3.96597 3.29729 -2.44995
H 2.59927 3.70345 -1.41898
H 3.25702 4.91968 -2.53959
H 3.74646 3.16571 -4.85814
H 2.78139 4.62968 -5.08998
H 2.17151 3.06123 -5.64982
H 0.81295 5.02395 -1.54310
H -0.57216 5.44090 -2.55555
H 1.05417 5.94208 -3.04141
H -0.08527 3.03264 -5.23657
H 0.35415 4.75176 -5.31553
H -1.13886 4.25203 -4.50925
*
```

Calculated values
Orbital gap in eV: 6.76
E in eV: -54851.000
Maximum force in eV/A: 1.10
Energy relative to the best compared isomer or geometry (same formula, charge and spin) in kcal/mol: 0.00

Charges per atom according to Mulliken partitioning, unit e: atom 1 (Bi): 1.31, atom 2 (N): -0.42, atom 3 (C): -0.96, atom 4 (C): -0.79, atom 5 (N): 1.04, atom 6 (C): -1.27, atom 7 (C): -0.16, atom 8 (N): -0.37, atom 9 (C): -1.47, atom 10 (C): 0.47, atom 11 (N): -0.51, atom 12 (H): 0.21, atom 13 (H): 0.24, atom 14 (H): 0.41, atom 15 (H): 0.46, atom 16 (H): 0.35, atom 17 (H): 0.41, atom 18 (H): 0.38, atom 19 (H): 0.51, atom 20 (H): -0.12, atom 21 (H): 0.52, atom 22 (H): 0.12, atom 23 (H): 0.32, atom 24 (H): 0.41, atom 25 (H): 0.27, atom 26 (H): 0.58, atom 27 (H): -0.61, atom 28 (H): 0.25, atom 29 (H): 0.14, atom 30 (C): -0.84, atom 31 (O): -0.43, atom 32 (C): 0.79, atom 33 (C): -0.62, atom 34 (C): -0.36, atom 35 (C): 0.06, atom 36 (C): -0.21, atom 37 (C): -0.65, atom 38 (N): -0.46, atom 39 (N): 0.12, atom 40 (C): -0.03, atom 41 (C): -0.39, atom 42 (C): -1.14, atom 43 (C): 0.83, atom 44 (O): -0.84, atom 45 (C): 0.12, atom 46 (N): -0.14, atom 47 (C): 0.03, atom 48 (C): -1.16, atom 49 (C): -0.33, atom 50 (C): 0.42, atom 51 (H): 0.24, atom 52 (H): 0.35, atom 53 (H): 0.33, atom 54 (H): 0.38, atom 55 (H): 0.34, atom 56 (H): 0.42, atom 57 (H): 0.41, atom 58 (H): 0.49, atom 59 (H): 0.45, atom 60 (H): 0.27, atom 61 (H): 0.43, atom 62 (H): 0.49, atom 63 (C): -1.91, atom 64 (C): 1.55, atom 65 (C): -1.90, atom 66 (O): -0.50, atom 67 (B): 0.74, atom 68 (O): -0.66, atom 69 (C): 1.59, atom 70 (C): -1.85, atom 71 (C): -1.84, atom 72 (H): 0.52, atom 73 (H): 0.33, atom 74 (H): 0.40, atom 75 (H): 0.45, atom 76 (H): 0.38, atom 77 (H): 0.35, atom 78 (H): 0.34, atom 79 (H): 0.45, atom 80 (H): 0.39, atom 81 (H): 0.17, atom 82 (H): 0.41, atom 83 (H): 0.48